# 1
C23H35BClF5N2O12P2 | ωB97M-V/def2-TZVPD

Geometry (Å):
C: 2.510 -1.348 5.403
B: 2.103 -1.045 3.895
O: 0.796 -1.273 3.506
C: 3.240 -0.451 2.947
C: 4.218 -1.224 2.310
C: 5.228 -0.670 1.516
C: 6.319 -1.496 0.851
C: 5.886 -2.219 -0.457
C: 5.915 -1.309 -1.701
N: 5.165 -0.083 -1.680
O: 6.587 -1.611 -2.660
C: 5.210 0.712 1.385
C: 4.234 1.508 2.007
C: 3.244 0.942 2.783
Cl: 2.033 1.947 3.551
C: 4.545 2.957 1.655
O: 3.878 3.859 2.095
N: 5.657 2.994 0.796
C: 5.435 3.728 -0.462
C: 4.112 3.332 -1.145
C: 3.973 4.053 -2.531
C: 2.519 3.895 -2.998
F: 2.465 3.898 -4.350
F: 2.084 2.656 -2.604
C: 1.518 4.928 -2.384
F: 2.093 6.067 -1.994
F: 0.850 4.394 -1.354
F: 0.577 5.255 -3.292
C: 6.142 1.655 0.659
O: 7.162 1.387 0.076
H: 2.614 -0.393 5.952
H: 1.737 -1.938 5.918
H: 3.471 -1.880 5.465
H: 0.800 -1.849 2.728
H: 4.185 -2.306 2.448
H: 6.636 -2.270 1.564
H: 7.162 -0.836 0.613
H: 6.660 -2.973 -0.664
H: 4.939 -2.774 -0.374
H: 5.615 0.517 -2.369
H: 4.223 -0.321 -1.986
H: 5.565 4.812 -0.349
H: 6.245 3.402 -1.137
H: 4.129 2.239 -1.262
H: 3.221 3.627 -0.568
H: 4.703 3.640 -3.237
H: 4.233 5.101 -2.324
C: -2.613 -0.334 2.114
O: -3.700 -1.225 2.396
P: -3.329 -2.874 2.432
O: -2.816 -2.863 1.005
O: -4.909 -3.223 2.535
C: -5.822 -2.620 1.619
O: -2.877 -4.453 2.737
C: -3.457 -5.468 1.931
H: -2.893 0.669 2.433
H: -1.711 -0.632 2.646
H: -2.421 -0.318 1.042
H: -5.340 -2.366 0.674
H: -6.255 -1.726 2.065
H: -6.622 -3.333 1.420
H: -3.431 -5.202 0.875
H: -4.482 -5.669 2.244
H: -2.866 -6.372 2.080
C: -4.950 0.714 -3.745
O: -6.379 0.769 -3.622
P: -7.060 -0.103 -2.368
O: -6.564 -1.471 -2.745
O: -8.548 0.218 -2.929
C: -8.879 -0.139 -4.267
O: -7.637 -0.426 -0.846
C: -8.689 -1.373 -0.732
H: -4.630 1.565 -4.345
H: -4.468 0.768 -2.771
H: -4.659 -0.205 -4.251
H: -8.287 -0.986 -4.617
H: -8.728 0.716 -4.926
H: -9.933 -0.416 -4.289
H: -8.492 -2.269 -1.321
H: -9.639 -0.932 -1.031
H: -8.757 -1.658 0.317

Force components x, y, z for each atom (eV/Å):
C -0.450 0.214 -0.092
B 0.210 -0.060 1.111
O 0.737 -0.729 -0.152
C -0.663 0.068 -0.267
C -0.039 0.050 0.024
C 0.535 0.113 -0.275
C -0.721 -0.115 -0.014
C 0.586 0.130 -0.232
C 0.076 -0.427 -0.109
N 0.282 -0.713 0.096
O 0.014 0.279 0.484
C -0.434 0.870 0.470
C 1.329 0.150 -0.722
C 0.191 0.117 -0.106
Cl 0.245 -0.502 -0.089
C -1.491 -0.916 1.451
O 0.764 0.480 -0.878
N -0.982 -0.413 -0.094
C 0.614 0.068 -0.867
C 0.103 0.521 -0.316
C 0.174 -0.201 1.516
C 1.348 -0.684 0.153
F -0.307 0.443 0.208
F -0.239 0.220 -0.364
C -1.366 0.116 -0.591
F 0.205 -0.316 0.059
F 0.576 0.171 0.097
F 0.404 -0.085 0.010
C 0.367 -0.498 0.018
O -0.416 0.176 -0.035
H 0.126 -0.324 -0.169
H 0.247 0.172 -0.148
H -0.181 0.238 -0.015
H -0.387 0.557 -0.347
H 0.107 0.202 -0.045
H 0.047 0.217 -0.199
H -0.127 -0.313 0.180
H -0.339 0.188 -0.056
H 0.064 0.423 0.098
H -0.344 -0.109 -0.184
H -0.044 0.341 0.169
H -0.246 -0.312 0.304
H -0.126 0.183 0.337
H -0.252 0.345 0.004
H 0.467 -0.257 0.207
H -0.501 0.087 -0.152
H -0.249 -0.202 -0.525
C 0.051 0.276 -0.183
O 1.368 -0.405 3.207
P -3.373 -1.574 -7.686
O 1.035 0.184 0.850
O 0.445 -0.309 0.630
C -0.339 0.400 0.001
O 1.093 1.738 2.936
C -0.586 -0.368 -0.174
H -0.132 -0.114 0.149
H 0.049 0.125 -0.067
H 0.021 -0.186 0.021
H 0.118 -0.004 0.069
H 0.024 0.035 -0.085
H 0.118 -0.127 0.139
H 0.035 0.201 0.068
H 0.011 0.045 -0.041
H 0.129 0.151 0.164
C 0.289 -0.009 -0.258
O 0.420 1.383 2.901
P -3.447 -5.458 -3.704
O 0.714 0.947 0.642
O 0.175 0.145 0.458
C -0.038 0.235 -0.342
O 2.106 2.760 0.225
C -0.664 -0.302 -0.065
H -0.141 0.050 0.065
H 0.104 -0.036 -0.073
H -0.081 -0.077 0.139
H 0.090 0.033 0.097
H 0.040 -0.047 -0.042
H 0.020 0.040 0.151
H 0.153 0.123 -0.116
H 0.066 0.005 -0.056
H 0.210 0.180 0.028

For the total energy, the calculation gives -97333.2495 eV. The SMILES is CB(O)c1cc(CCC(N)=O)c2c(c1Cl)C(=O)N(CCCC(F)(F)C(F)(F)F)C2=O.COP(=O)(OC)OC.COP(=O)(OC)OC.

# 2
C23H35Cl2N12O12P | ωB97M-V/def2-TZVPD

Geometry (Å):
C: 3.658 1.716 1.432
C: 4.132 2.227 -0.058
Cl: 5.493 1.322 -0.936
C: 3.519 3.408 -0.783
Cl: 4.127 3.932 -2.470
C: 2.264 4.155 0.028
C: 2.590 5.027 1.417
C: 1.379 5.756 2.305
C: -0.145 5.571 1.725
C: -0.526 4.722 0.335
C: 0.687 4.018 -0.512
C: -2.147 4.622 -0.068
O: -2.603 4.730 -1.331
C: -3.150 4.353 1.244
C: -2.770 5.202 2.635
C: -3.684 4.961 3.974
C: -4.961 3.894 3.964
C: -5.349 3.056 2.606
P: -6.758 1.771 2.465
O: -7.859 1.879 3.619
O: -7.618 1.887 0.914
O: -6.019 0.171 2.684
C: -4.420 3.312 1.240
O: -4.697 2.612 -0.044
C: -1.441 6.216 2.563
O: -1.448 7.443 3.097
H: 4.118 0.654 1.684
H: 2.487 1.592 1.550
H: 4.095 2.463 2.250
H: 3.680 5.141 1.867
H: 1.616 6.355 3.283
H: 0.489 3.385 -1.476
H: -3.382 5.537 4.950
H: -5.602 3.726 4.932
H: -7.241 1.081 0.412
H: -5.106 0.153 2.257
H: -4.980 3.378 -0.659
N: 0.127 -1.748 0.510
C: 0.666 -0.516 0.479
N: 1.135 -0.142 -0.726
O: 0.725 0.205 1.463
H: 0.070 -2.356 -0.289
H: -0.238 -2.068 1.398
H: 1.549 0.779 -0.793
H: 1.096 -0.721 -1.547
N: 8.536 2.523 -0.709
C: 9.612 1.743 -0.503
N: 10.770 2.414 -0.359
O: 9.544 0.525 -0.451
H: 8.572 3.528 -0.755
H: 7.645 2.058 -0.822
H: 11.604 1.864 -0.202
H: 10.846 3.416 -0.399
N: -3.377 3.712 -3.654
C: -4.024 3.514 -4.817
N: -5.050 4.355 -5.036
O: -3.705 2.641 -5.609
H: -3.625 4.425 -2.989
H: -2.598 3.100 -3.450
H: -5.564 4.240 -5.900
H: -5.328 5.080 -4.396
N: 0.879 -6.773 0.083
C: 0.195 -5.658 0.396
N: -0.922 -5.870 1.114
O: 0.559 -4.543 0.055
H: 0.595 -7.699 0.354
H: 1.726 -6.657 -0.458
H: -1.466 -5.057 1.371
H: -1.238 -6.780 1.404
N: -4.736 -6.309 -1.913
C: -3.818 -5.854 -1.043
N: -3.015 -4.891 -1.530
O: -3.720 -6.280 0.097
H: -4.832 -5.970 -2.856
H: -5.361 -7.035 -1.587
H: -2.309 -4.520 -0.907
H: -3.080 -4.527 -2.465
N: 3.273 -11.035 -0.635
C: 3.375 -9.732 -0.319
N: 4.225 -9.034 -1.094
O: 2.748 -9.223 0.596
H: 3.782 -11.472 -1.385
H: 2.644 -11.596 -0.076
H: 4.331 -8.049 -0.891
H: 4.751 -9.435 -1.853

Force components x, y, z for each atom (eV/Å):
C 0.648 -0.271 0.207
C -1.982 3.278 -1.847
Cl -2.151 1.002 1.329
C 0.529 -3.212 3.306
Cl -1.197 -0.677 2.748
C -1.949 1.692 1.528
C -3.614 -0.193 -0.799
C -1.134 -2.696 -4.486
C 1.575 -0.919 -0.792
C 3.132 0.208 1.199
C 0.830 2.101 3.349
C -1.443 0.032 -3.674
O 3.004 -0.723 8.201
C -1.069 -0.048 2.591
C -2.709 -2.508 -0.103
C -0.411 -1.733 -3.434
C 2.096 0.333 -3.424
C 3.773 2.826 -0.756
P -4.307 -1.161 3.643
O 4.570 0.040 -4.392
O 3.681 -2.332 2.209
O 0.257 3.483 -2.024
C 1.242 1.870 1.485
O -0.171 3.388 2.473
C -0.083 3.924 1.485
O 0.144 -7.884 -3.142
H -0.826 2.281 -0.874
H 2.384 0.476 -0.510
H -1.032 -1.531 -1.883
H -2.488 -0.433 -1.370
H -0.643 -1.307 -2.193
H 0.310 1.454 2.085
H -0.821 -1.303 -2.154
H 1.397 0.357 -2.173
H -0.922 1.782 0.699
H -1.514 0.051 0.701
H 0.739 -1.769 1.165
N -0.666 -0.395 0.366
C -0.348 -0.393 0.412
N 0.635 0.940 -1.149
O 0.106 0.484 0.388
H 0.208 -0.181 0.313
H 0.272 0.001 -0.404
H -0.082 -0.346 -0.037
H 0.043 0.065 0.187
N -1.178 0.446 -0.219
C -0.203 -0.760 0.006
N 1.593 0.357 0.235
O 0.025 -0.043 -0.002
H 0.008 -0.203 -0.007
H 0.361 0.318 0.085
H -0.325 0.246 -0.062
H -0.028 -0.214 0.003
N 0.515 -0.194 0.691
C 0.503 -0.666 -0.273
N -1.314 0.748 -0.664
O -0.032 -0.110 -0.169
H 0.209 -0.190 -0.184
H -0.321 0.334 -0.016
H 0.198 0.071 0.358
H 0.090 -0.134 -0.135
N 0.739 -0.438 -0.615
C -0.014 -0.490 0.122
N -0.705 0.474 0.664
O 0.028 0.770 -0.377
H 0.248 0.111 0.030
H -0.334 -0.171 0.327
H 0.079 -0.502 -0.044
H -0.094 0.210 -0.162
N -1.135 -0.807 -0.601
C 0.112 -0.190 0.610
N 0.982 1.031 -0.071
O -0.103 -0.071 0.157
H 0.027 -0.061 0.194
H 0.233 0.296 -0.155
H -0.143 -0.155 -0.310
H 0.015 -0.079 0.187
N -0.424 -1.391 0.014
C -0.303 0.190 0.475
N 0.736 1.132 -0.579
O -0.178 0.110 0.040
H -0.095 0.091 0.156
H 0.268 0.193 -0.232
H 0.045 -0.395 -0.083
H -0.097 0.083 0.155

For the total energy, the calculation gives -101189.7080 eV. The SMILES is C/C(Cl)=C(/Cl)c1ccc2c(c1)C(=O)c1c(ccc(P(=O)(O)O)c1O)C2=O.NC(N)=O.NC(N)=O.NC(N)=O.NC(N)=O.NC(N)=O.NC(N)=O.

# 3
C23H35Cl8N7O8 | ωB97M-V/def2-TZVPD

Geometry (Å):
C: 0.236 -1.449 5.048
N: -0.325 -0.187 5.622
O: -1.542 -0.063 5.574
O: 0.449 0.641 6.139
H: 0.549 -1.183 4.039
H: -0.615 -2.081 4.795
H: 1.026 -1.840 5.688
C: 0.097 -0.923 0.980
N: 0.169 -0.646 -0.501
O: 0.442 0.552 -0.836
O: -0.051 -1.568 -1.209
H: 0.577 -1.883 1.167
H: -0.962 -1.002 1.228
H: 0.694 -0.113 1.399
C: 5.063 -0.224 1.131
N: 3.970 -1.239 1.377
O: 3.924 -1.762 2.484
O: 3.351 -1.582 0.389
H: 5.867 -0.723 0.589
H: 5.285 0.197 2.111
H: 4.579 0.511 0.488
C: -2.314 2.903 -2.333
N: -1.854 2.286 -3.553
O: -0.664 2.174 -3.836
O: -2.670 1.861 -4.282
H: -1.626 2.448 -1.621
H: -3.385 2.762 -2.187
H: -1.910 3.887 -2.574
C: 2.378 4.232 -3.126
C: 2.075 3.309 -2.096
C: 1.217 3.699 -1.129
N: 0.795 4.996 -1.039
C: 1.165 5.854 -1.966
C: 1.879 5.576 -3.065
H: 2.971 3.818 -3.929
H: 2.553 2.341 -2.134
H: 1.007 3.097 -0.257
H: 0.799 6.862 -1.834
H: 2.200 6.296 -3.802
C: -1.045 -2.337 -4.428
C: -0.514 -3.224 -5.411
C: -0.718 -2.970 -6.800
N: -1.206 -1.768 -7.229
C: -1.471 -0.841 -6.295
C: -1.458 -1.108 -4.879
H: -1.010 -2.606 -3.383
H: -0.035 -4.139 -5.094
H: -0.238 -3.547 -7.577
H: -1.492 0.185 -6.632
H: -1.734 -0.365 -4.146
C: -3.446 -2.960 3.184
C: -3.748 -1.935 4.062
C: -3.924 -2.271 5.418
N: -3.765 -3.507 5.845
C: -3.324 -4.490 5.028
C: -3.191 -4.239 3.697
H: -3.076 -2.749 2.191
H: -3.962 -0.941 3.698
H: -4.252 -1.501 6.100
H: -3.098 -5.471 5.417
H: -2.815 -4.986 3.015
Cl: 2.055 -0.668 -5.253
C: 2.480 0.669 -4.121
Cl: 4.181 1.239 -4.485
H: 1.925 1.566 -4.398
H: 2.352 0.396 -3.074
Cl: -3.579 2.765 3.322
C: -1.782 2.963 3.385
Cl: -1.078 2.010 2.059
H: -1.606 4.035 3.301
H: -1.542 2.545 4.363
Cl: -0.748 -5.376 -2.197
C: -1.236 -5.146 -0.586
Cl: -3.004 -4.959 -0.442
H: -0.910 -6.038 -0.050
H: -0.772 -4.217 -0.257
Cl: 4.247 3.837 3.228
C: 3.035 2.853 4.150
Cl: 2.390 1.558 3.054
H: 3.517 2.363 4.996
H: 2.201 3.541 4.286

Force components x, y, z for each atom (eV/Å):
C -0.560 0.413 -0.921
N 0.164 0.909 1.178
O 0.967 0.250 -0.109
O -1.157 -1.464 -1.089
H 0.813 0.273 0.221
H 0.050 -0.305 0.906
H -0.250 0.060 -0.260
C 0.750 0.147 -0.594
N 0.693 2.913 1.213
O -0.685 -2.978 0.418
O -0.207 -0.649 -1.499
H 0.019 0.069 -0.220
H 0.163 0.466 0.200
H -0.634 -0.113 0.500
C -1.277 0.380 0.298
N 1.595 -0.876 0.008
O -0.539 0.551 -0.822
O -0.608 0.068 0.478
H -0.056 0.001 0.356
H 0.431 -0.114 -0.328
H 0.316 0.076 0.028
C 1.866 0.451 0.271
N 1.971 -1.320 -1.034
O 0.200 0.827 1.236
O -3.153 -1.032 -2.073
H -0.481 0.281 0.672
H 0.429 0.209 -0.091
H -0.718 0.669 1.036
C -0.788 0.364 0.698
C 0.902 0.661 -2.162
C -0.228 2.297 1.550
N -0.167 -1.695 0.577
C -1.568 1.210 1.096
C 2.568 -3.240 -1.613
H 0.237 0.514 -0.250
H -0.239 -0.091 0.175
H -0.366 -0.284 -0.113
H -0.074 0.266 0.192
H -0.287 0.109 -0.003
C 0.833 -0.873 -1.753
C -1.264 0.217 -0.842
C 0.494 1.839 2.022
N 0.563 -0.142 0.971
C 0.710 -1.066 1.262
C -0.218 0.137 -1.188
H 0.046 0.119 0.020
H 0.037 -0.125 -0.065
H -0.409 -0.525 0.018
H -0.747 0.081 -0.129
H -0.068 0.246 -0.307
C 1.389 0.112 0.749
C -0.645 -0.473 0.023
C -0.238 -0.291 -1.464
N 0.585 -0.742 1.194
C -0.798 1.277 0.207
C 0.384 0.216 -1.229
H -0.710 0.031 -0.429
H 0.270 0.191 0.111
H 0.053 -0.112 0.360
H -0.164 0.030 0.409
H -0.076 -0.239 -0.006
Cl 0.152 0.663 0.866
C 0.481 0.399 -1.386
Cl -0.471 -0.460 0.566
H -0.439 -0.538 0.224
H 0.180 -0.201 -0.342
Cl 0.274 0.181 -0.004
C -1.357 -0.393 0.157
Cl 0.140 0.495 0.396
H 0.348 -0.369 -0.195
H 0.508 0.084 -0.335
Cl 0.458 -0.247 -1.877
C -0.175 0.220 1.019
Cl 0.137 -0.034 0.197
H -0.243 0.400 0.342
H -0.133 -0.285 0.334
Cl -0.305 -0.506 0.566
C 0.153 0.161 -1.644
Cl 0.275 0.258 0.486
H -0.353 0.389 -0.074
H 0.253 -0.400 0.648

For the total energy, the calculation gives -151395.0551 eV. The SMILES is C[N+](=O)[O-].C[N+](=O)[O-].C[N+](=O)[O-].C[N+](=O)[O-].c1ccncc1.c1ccncc1.c1ccncc1.ClCCl.ClCCl.ClCCl.ClCCl.